1.
{"formula": "C10H12ClIN5O5P2", "method": "wB97M-V/def2-TZVPD", "species": ["O", "O", "P", "H", "C", "H", "C", "H", "H", "O", "H", "N", "C", "C", "C", "H", "C", "O", "H", "P", "H", "C", "N", "N", "H", "C", "Cl", "N", "H", "C", "O", "N", "I", "H", "C", "H"], "positions_angstrom": [[-2.118830, -2.974972, -1.170563], [-4.889245, -0.038548, -1.838123], [-4.394195, -1.486900, -2.394296], [1.237574, 0.915448, -4.499729], [-2.554879, -1.082937, -2.582798], [0.193991, -3.348335, -1.083566], [2.251166, 0.252177, 4.795691], [2.016553, 3.627965, 4.592685], [1.418639, -1.130060, 3.386456], [0.173807, -0.621227, 1.370258], [0.952783, -1.997473, -0.526681], [0.317638, 0.565669, 1.640503], [1.037948, 0.918471, 2.860231], [2.419099, 1.589812, 5.130950], [1.886226, 2.589119, 4.326406], [-2.185760, -2.720858, -0.241271], [1.553926, -0.093141, 3.652443], [-0.101870, 1.455720, 0.931879], [0.773327, 3.027996, 2.548330], [1.950451, -0.299463, -2.819796], [2.968566, 1.854832, 6.023630], [-1.988613, -0.020802, -3.334616], [0.093540, -0.650292, -2.704888], [0.633594, -2.480039, -1.364158], [-4.164323, 0.579317, -1.697010], [-1.698745, -1.922479, -1.907155], [-5.016584, -1.551517, -4.349572], [2.142527, 0.610350, -1.386430], [2.665765, -0.521709, 5.425268], [1.188937, 2.257216, 3.179245], [1.969982, 0.911764, -3.867667], [-0.700013, 0.192260, -3.369061], [-3.083416, 1.372831, -4.420060], [1.914100, 1.581628, -1.601643], [-0.301430, -1.689317, -1.998167], [1.437762, 0.327493, -0.706724]], "atomic_forces_ev_per_a": [[0.05, -0.07, -0.05], [0.22, -0.23, -0.01], [-0.29, -0.32, 0.48], [-0.01, 0.15, -0.12], [-0.46, -0.44, -0.22], [0.10, -0.15, 0.08], [0.02, 0.09, 0.03], [-0.01, 0.02, -0.01], [-0.04, 0.01, -0.07], [0.11, -0.24, -0.20], [0.44, -0.21, 0.05], [-0.04, 0.05, 0.10], [0.01, 0.00, 0.11], [-0.02, -0.01, -0.02], [0.05, -0.07, 0.06], [-0.08, -0.12, 0.18], [0.03, -0.19, 0.03], [0.01, 0.08, -0.15], [-0.04, -0.05, -0.06], [1.12, -0.41, 0.36], [0.00, 0.00, 0.02], [0.22, -0.07, 0.08], [0.18, 0.60, -0.27], [-0.40, 0.48, 0.28], [-0.20, 0.41, -0.10], [-0.14, 0.52, -0.50], [0.23, 0.10, 0.00], [-0.84, -0.05, -0.56], [0.00, -0.02, 0.01], [-0.03, 0.20, -0.05], [-0.42, 0.06, -0.02], [0.10, -0.17, 0.08], [0.08, 0.11, 0.01], [0.17, 0.08, 0.09], [-0.52, -0.12, 0.02], [0.36, -0.04, 0.33]], "lowdin_charge": [0.06, -0.37, 0.59, 0.06, -0.31, 0.12, -0.05, 0.12, 0.12, 0.03, 0.09, -0.35, -0.15, -0.05, -0.05, 0.15, 0.00, 0.07, 0.12, 0.91, 0.12, -0.76, -0.13, 0.16, 0.02, -0.26, 0.22, -0.13, 0.12, 0.01, -0.27, 0.01, 1.02, 0.05, -0.29, -0.01], "energy_ha": -2478.57335, "homo_ha": -0.4571, "charge": 1, "e_lumo_ev": -4.56}

***

2.
{"formula": "C39H49BClN6PRuS3Se2", "method": "wB97M-V/def2-TZVPD", "species": ["H", "C", "H", "H", "H", "C", "C", "C", "C", "C", "H", "H", "H", "C", "H", "N", "C", "H", "H", "N", "C", "N", "H", "H", "Se", "S", "C", "H", "S", "C", "Se", "C", "H", "Ru", "C", "C", "C", "C", "H", "H", "N", "C", "H", "C", "H", "H", "Cl", "H", "H", "H", "H", "B", "P", "H", "H", "H", "H", "H", "C", "C", "N", "C", "H", "H", "C", "H", "C", "C", "H", "H", "H", "H", "H", "H", "H", "C", "H", "C", "H", "C", "C", "H", "C", "C", "H", "H", "H", "C", "C", "C", "C", "C", "C", "H", "C", "C", "H", "H", "H", "N", "S", "C", "H"], "positions_angstrom": [[-2.594304, 3.308504, -3.815154], [-0.100841, -5.184071, -0.613018], [-0.627707, -4.711967, -1.445078], [-0.674381, -4.121163, 2.120101], [2.443025, 5.596338, 5.318164], [-1.081826, 3.409799, 7.194264], [2.869043, 1.091206, -2.550953], [-1.105227, -2.049911, 2.219287], [1.901685, 1.233334, -1.512885], [1.933239, -3.860323, -1.200332], [-5.008821, -3.235037, -3.287774], [-1.153054, -1.481140, -4.130049], [0.534100, -1.277899, -6.740457], [1.355595, -0.539064, -3.494672], [-1.504203, -1.589799, 4.265351], [-0.070784, -0.809921, 0.477333], [-1.994925, -2.073946, 3.418322], [-3.557378, 3.783701, -2.426582], [-4.867400, -1.593538, -3.905924], [-1.592109, 0.514914, -1.034966], [-3.615885, -2.942678, -0.969080], [0.512176, -1.887258, -0.051678], [2.121067, 2.904559, 6.228583], [-4.707462, 0.563142, -3.092597], [1.607265, 1.542981, 2.627301], [2.038100, 2.403192, -0.294037], [-0.508499, -3.145499, 1.680839], [1.695094, -0.086074, -6.162257], [-1.422292, 0.692932, 2.080516], [4.578970, 5.652024, 5.170553], [0.626822, 4.670045, 1.827474], [-3.405056, 2.988122, -3.158366], [-0.836391, -5.447034, 0.150052], [-0.085326, 2.322567, 0.894083], [3.322189, 5.160947, 4.858595], [4.326178, 3.558414, 3.354533], [-4.256843, -1.844398, -1.815479], [4.101742, 1.934022, -2.541837], [0.346045, -6.111748, -0.974184], [4.677554, 6.469130, 5.872673], [0.532585, -0.420251, -2.495650], [-4.391224, -2.335978, -3.263018], [2.370628, -5.795589, 0.571893], [1.071862, 3.165473, 6.158524], [-1.709354, 3.344579, 8.073656], [-0.250746, -2.817743, -3.421371], [-2.242090, 3.270413, 1.329853], [3.252351, 0.065301, -4.359944], [1.780617, -3.196501, -5.640614], [-4.310092, 2.868061, -3.750402], [-0.021061, 0.097527, -5.776503], [-0.186460, 0.502715, -0.343029], [1.550672, 3.572328, 3.463379], [2.488477, -4.314965, 1.526607], [6.688441, 5.477280, 4.831475], [-2.605415, -3.171718, -1.311116], [-1.240038, 4.247064, 3.915012], [4.654874, 1.797667, -1.610977], [3.195725, 4.106874, 3.953320], [-1.895381, 1.661632, -1.638427], [-2.316151, -0.596619, -1.081595], [-3.795079, 0.578097, -2.509320], [-3.415276, -2.582832, -3.685805], [-5.571969, -1.113133, -0.236516], [5.707245, 5.094220, 4.583300], [1.145204, -5.439806, 1.780017], [1.792102, -4.989719, 1.025163], [2.077109, -2.505026, -4.850554], [-2.916994, -1.523512, 3.222888], [2.753031, -3.236846, -0.839519], [-0.619221, -2.823949, -5.155532], [3.013644, -2.039327, -5.161926], [-2.671482, 4.086732, 5.921311], [4.221214, 2.750002, 2.641657], [-6.255347, -2.415793, -1.219153], [-3.412721, -0.581703, -1.792637], [2.355668, -4.760488, -1.649556], [-0.819887, -0.815729, 1.575224], [-2.244864, -3.096053, 3.695891], [0.326113, -3.034075, 0.536226], [-0.821654, 3.919362, 4.858591], [6.461930, 3.619388, 3.219902], [-1.623275, 3.826966, 5.987376], [0.964766, -1.471264, -4.628764], [2.267754, -3.084947, -3.945916], [-3.555477, -2.652380, 0.081165], [3.838096, 2.991667, -2.606086], [-0.344380, -2.190678, -4.310332], [0.994261, -4.258732, -0.063497], [0.265575, 3.079638, 7.280442], [-3.049006, 1.718828, -2.457992], [0.784985, -0.628873, -5.900020], [2.569583, 0.200778, -3.530754], [-4.221116, -3.847563, -1.043054], [5.581333, 4.050157, 3.677728], [-5.645213, -1.511723, -1.250112], [-6.173001, -0.781962, -1.866840], [0.687999, 2.758208, 8.223268], [4.750188, 1.680310, -3.378024], [0.836949, 0.440818, -1.515526], [-0.805751, 2.962808, -1.362223], [0.528193, 3.591320, 4.946304], [1.401414, -3.298137, -1.968531]], "atomic_forces_ev_per_a": [[0.00, 0.00, 0.01], [-0.01, -0.02, -0.01], [0.00, 0.00, 0.01], [0.01, 0.01, 0.03], [0.01, -0.01, -0.01], [0.00, 0.01, -0.01], [0.03, -0.01, -0.10], [0.02, 0.00, 0.02], [0.09, 0.00, 0.16], [-0.01, 0.02, 0.01], [0.00, 0.01, 0.00], [0.01, 0.00, -0.01], [-0.01, 0.00, 0.01], [-0.07, -0.04, 0.04], [-0.01, 0.02, -0.01], [-0.10, 0.08, 0.02], [0.00, -0.05, 0.01], [0.01, 0.00, 0.00], [0.01, 0.00, 0.00], [-0.08, 0.07, -0.02], [0.01, -0.02, 0.00], [0.12, 0.01, -0.04], [-0.01, 0.00, -0.01], [0.01, 0.00, -0.01], [-0.20, 0.03, 0.19], [-0.09, 0.10, 0.07], [-0.09, -0.04, 0.01], [0.00, -0.01, 0.01], [-0.08, 0.00, -0.42], [0.00, -0.01, 0.01], [0.39, -0.05, -0.31], [-0.02, -0.01, -0.01], [0.01, 0.01, 0.00], [-0.31, -0.04, 0.36], [0.00, 0.02, 0.01], [0.01, -0.01, 0.00], [-0.02, 0.02, 0.00], [0.02, -0.01, -0.02], [0.00, 0.01, -0.01], [0.00, -0.01, -0.01], [-0.04, -0.04, -0.07], [0.00, -0.01, 0.00], [-0.01, -0.01, 0.00], [0.02, -0.02, 0.03], [0.01, 0.00, 0.00], [-0.01, 0.02, -0.02], [0.24, -0.07, 0.14], [0.00, 0.01, 0.01], [0.00, 0.01, 0.00], [0.00, 0.00, 0.01], [0.01, -0.01, 0.00], [0.19, -0.14, -0.18], [-0.07, -0.16, -0.22], [0.01, 0.00, -0.02], [-0.01, 0.00, 0.00], [-0.01, 0.01, -0.01], [-0.01, -0.02, 0.00], [-0.01, 0.00, 0.00], [-0.03, 0.13, -0.05], [0.17, -0.09, 0.05], [-0.03, -0.04, 0.00], [-0.06, 0.07, -0.06], [0.00, 0.01, 0.00], [0.01, -0.01, 0.00], [0.00, 0.00, 0.00], [0.00, 0.03, 0.01], [0.00, 0.00, 0.01], [0.02, -0.01, -0.01], [0.00, -0.01, 0.00], [-0.01, 0.00, 0.00], [0.01, -0.01, 0.01], [0.00, 0.00, 0.01], [0.01, 0.00, 0.00], [0.00, 0.01, -0.01], [0.01, 0.01, 0.00], [0.07, -0.04, 0.06], [0.00, 0.00, 0.00], [0.11, -0.03, 0.13], [0.01, 0.00, 0.01], [0.02, -0.01, -0.02], [0.01, 0.03, 0.01], [-0.01, 0.00, 0.00], [0.01, 0.00, 0.00], [0.01, 0.02, 0.00], [0.00, 0.02, -0.05], [0.01, 0.01, -0.01], [0.00, 0.00, 0.01], [-0.02, -0.02, -0.01], [0.01, -0.02, -0.01], [-0.01, 0.00, 0.00], [-0.05, -0.02, 0.00], [-0.01, 0.00, -0.02], [0.07, 0.03, 0.02], [0.00, 0.01, 0.01], [0.00, 0.00, 0.01], [-0.02, -0.01, -0.02], [0.01, 0.01, 0.01], [0.00, 0.00, -0.01], [-0.01, 0.01, 0.00], [-0.09, 0.10, 0.04], [-0.16, 0.18, 0.17], [-0.03, 0.02, -0.01], [0.01, -0.03, 0.07]], "lowdin_charge": [0.09, -0.03, 0.08, 0.13, 0.12, -0.07, -0.23, -0.23, -0.60, -0.05, 0.09, 0.07, 0.09, -0.19, 0.10, 0.00, -0.04, 0.09, 0.08, -0.02, -0.05, 0.20, 0.11, 0.13, 0.40, 0.64, 0.08, 0.08, 0.68, -0.06, 0.35, -0.04, 0.08, 0.22, -0.08, -0.10, -0.54, -0.05, 0.09, 0.11, 0.19, -0.03, 0.09, -0.09, 0.11, 0.07, -0.06, 0.13, 0.09, 0.09, 0.09, -0.78, 0.26, 0.10, 0.11, 0.07, 0.04, 0.09, -0.41, -0.57, 0.21, 0.08, 0.08, 0.09, -0.06, 0.08, -0.04, -0.03, 0.08, 0.09, 0.09, 0.08, 0.11, 0.07, 0.09, -0.19, 0.10, -0.59, 0.09, -0.19, -0.10, 0.11, -0.06, -0.54, 0.07, 0.08, 0.09, -0.05, -0.54, -0.07, -0.22, -0.03, 0.08, 0.09, -0.07, -0.03, 0.08, 0.11, 0.09, -0.03, 0.72, -0.41, 0.04], "energy_ha": -8762.78353, "homo_ha": [-0.3679, -0.3646], "charge": 1, "multiplicity": 2, "e_lumo_ev": [-3.18, -4.11], "e_above_lowest_kcal_mol": 2.6}